This record from the Open Molecules 2025 dataset describes a molecular structure, C21H47OP3SZr at a distorted geometry. The level of theory is ωB97M-V with the def2-TZVPD basis set.

Values from the calculation:
Total charge: +4
HOMO level (spin up / spin down) (hartree): -0.69967 / -0.69968
Energy (eV): -64525.487
LUMO level (spin up / spin down) (eV): -15.03 / -15.03
Frontier orbital gap (spin up / spin down) (eV): 4.0 / 4.0

Each line ends with the Löwdin charge.
Cartesian coordinates (Å):
1 Zr -0.283 -0.296 0.694  1.356
2 P 2.381 0.229 1.008  0.716
3 P -0.202 2.123 -0.572  0.754
4 P 0.601 -2.833 0.425  0.745
5 H -3.326 -1.141 -0.925  0.083
6 C -2.439 -1.530 -0.379  -0.141
7 C -2.304 -0.995 0.925  -0.362
8 H -3.059 -0.208 1.146  0.095
9 C 3.375 0.172 -0.538  -0.210
10 C 2.839 1.876 1.672  -0.225
11 C 3.297 -0.823 2.190  -0.234
12 C -1.840 2.626 -1.222  -0.217
13 C 0.289 3.598 0.417  -0.212
14 C 0.838 2.227 -2.083  -0.230
15 C -0.469 -4.161 -0.209  -0.235
16 C 0.917 -3.480 2.116  -0.204
17 C 2.161 -3.152 -0.470  -0.225
18 H -2.378 -2.623 -0.428  0.039
19 H -2.145 -1.723 1.764  0.125
20 H 4.417 0.441 -0.316  0.093
21 H 2.971 0.894 -1.262  0.023
22 H 3.353 -0.840 -0.962  0.030
23 H 3.819 1.822 2.165  0.083
24 H 2.096 2.171 2.426  0.035
25 H 2.887 2.625 0.872  0.051
26 H 4.252 -0.332 2.437  0.083
27 H 3.502 -1.821 1.782  0.035
28 H 2.707 -0.915 3.115  0.051
29 H -2.088 3.639 -0.871  0.076
30 H -2.606 1.898 -0.918  0.037
31 H -1.797 2.609 -2.318  0.049
32 H 1.315 3.908 0.153  0.063
33 H 0.243 3.327 1.487  0.039
34 H -0.412 4.427 0.228  0.077
35 H 0.407 2.997 -2.741  0.082
36 H 0.806 1.251 -2.595  0.041
37 H 1.869 2.486 -1.804  0.048
38 H -0.025 -5.138 0.017  0.089
39 H -0.556 -4.046 -1.294  0.053
40 H -1.456 -4.105 0.266  0.056
41 H 0.783 -4.571 2.097  0.085
42 H 0.198 -3.028 2.818  0.047
43 H 1.940 -3.208 2.407  0.045
44 H 2.234 -4.228 -0.670  0.089
45 H 3.016 -2.816 0.126  0.036
46 H 2.146 -2.601 -1.418  0.049
47 C -1.210 -0.472 -4.340  -0.623
48 C 0.077 -0.683 -4.890  -0.119
49 C 0.466 0.079 -5.987  -0.035
50 C -0.354 1.065 -6.547  0.023
51 C -1.517 1.426 -5.841  -0.014
52 C -1.961 0.661 -4.743  -0.077
53 S -1.713 -1.755 -3.280  0.998
54 H -3.102 -1.516 -3.369  0.010
55 H 0.751 -1.495 -4.514  0.126
56 H 1.410 -0.189 -6.452  0.132
57 H -0.051 1.503 -7.506  0.148
58 H -2.126 2.271 -6.157  0.133
59 H -2.938 0.895 -4.282  0.125
60 C -3.191 0.652 3.566  -0.029
61 C -2.106 1.305 2.764  -0.204
62 O -0.920 0.390 2.676  -0.427
63 C -0.388 -0.096 3.948  -0.200
64 C -0.072 1.113 4.773  -0.025
65 H -3.475 -0.335 3.200  0.090
66 H -4.066 1.285 3.516  0.120
67 H -2.945 0.585 4.623  0.103
68 H -2.423 1.544 1.737  0.101
69 H -1.797 2.260 3.192  0.135
70 H 0.475 -0.722 3.701  0.100
71 H -1.110 -0.742 4.453  0.142
72 H 0.422 0.814 5.689  0.116
73 H 0.565 1.789 4.196  0.086
74 H -0.969 1.635 5.115  0.101